Here is a cluster of 2 separate species, C3H3NOS2 in total in a non-equilibrium geometry from OMol25. Energies are from ωB97M-V with the def2-TZVPD basis set.

Element x y z (Å)
H: -2.28127 -1.30784 1.14918
H: 1.66856 2.50765 0.12253
C: -1.12088 0.45335 -0.43087
N: 2.10455 0.43591 -0.11792
C: -0.84350 1.48391 0.57000
C: 2.05840 1.59411 -0.19755
H: -0.36600 0.18520 -1.16998
S: -1.88741 2.09759 -0.62151
O: -0.44960 1.73874 1.65485
S: -2.11611 -0.97610 -0.18304

## Properties
E   -28360.412 eV
E_LUMO (spin up / spin down)   0.19 / -4.19 eV
Energy relative to the best compared isomer or geometry (same formula, charge and spin)   83.6 kcal/mol
Charge   0
Multiplicity   3
Orbital gap (spin up / spin down)   0.202 / 0.192 Ha